Computed, not measured: 7 unconnected molecules or ions with the total composition C41H94F3N3O14P, with ωB97M-V with the def2-TZVPD basis set.

Properties
Relative energy (zero: lowest compared OMol25 entry of this formula, charge and spin) (kcal/mol): 0.0
Total charge: +1
HOMO level (eV): -11.262
DFT total energy (eV): -94611.39475
HOMO-LUMO gap (eV): 7.553
Maximum force (eV/A): 2.5

Structure (XYZ):
```
156
C41H94F3N3O14P | the OMol25 dataset | ωB97M-V with the def2-TZVPD basis set
C 4.626 -3.042 2.597
C 3.734 -1.810 2.380
C 4.395 -0.717 1.537
C 3.574 0.567 1.437
C 2.835 0.716 0.102
C 1.458 1.396 0.164
C 1.365 2.617 1.081
C 0.079 3.436 0.845
C -0.624 3.875 2.144
C -2.142 4.137 2.006
C -2.921 3.251 2.996
C -2.936 1.764 2.568
C -4.253 1.062 2.842
N -4.270 -0.377 2.397
C -3.370 -0.804 1.434
N -3.760 -0.875 0.106
C -4.925 -0.066 -0.308
C -4.649 1.380 -0.744
O -5.149 2.356 0.135
C -5.244 1.630 -2.123
F -5.186 2.869 -2.479
F -4.642 0.935 -3.065
F -6.514 1.250 -2.154
C -4.042 -2.321 -0.246
P -3.597 -2.828 -1.948
O -2.709 -3.999 -1.964
O -5.052 -2.925 -2.575
O -3.076 -1.503 -2.663
N -2.152 -1.210 1.767
C -1.733 -1.391 3.166
C -2.000 -2.797 3.713
O -0.909 -3.048 4.572
C -0.699 -4.301 5.081
C -1.896 -5.181 5.158
O 0.374 -4.559 5.454
C -1.138 -1.511 0.754
O -1.261 -2.889 0.484
O -0.069 -3.159 -0.294
H 4.266 -3.914 2.047
H 4.667 -3.329 3.650
H 5.648 -2.844 2.266
H 3.470 -1.367 3.347
H 2.792 -2.113 1.902
H 4.607 -1.107 0.535
H 5.367 -0.490 1.987
H 4.256 1.413 1.554
H 2.865 0.584 2.273
H 3.479 1.289 -0.575
H 2.733 -0.284 -0.339
H 1.227 1.709 -0.857
H 0.713 0.638 0.461
H 1.377 2.295 2.128
H 2.258 3.234 0.938
H 0.310 4.335 0.260
H -0.607 2.851 0.219
H -0.461 3.099 2.902
H -0.128 4.775 2.521
H -2.453 3.898 0.989
H -2.395 5.186 2.183
H -3.931 3.630 3.180
H -2.397 3.299 3.957
H -2.677 1.705 1.507
H -2.146 1.239 3.115
H -5.102 1.595 2.405
H -4.417 1.043 3.924
H -4.279 -0.994 3.197
H -5.323 -0.598 -1.174
H -5.705 -0.098 0.461
H -3.568 1.526 -0.840
H -6.040 2.113 0.426
H -5.111 -2.483 -0.087
H -3.465 -3.002 0.376
H -5.167 -2.448 -3.411
H -2.121 -1.574 -2.831
H -2.239 -0.632 3.764
H -0.661 -1.204 3.202
H -2.036 -3.516 2.890
H -2.956 -2.839 4.251
H -2.713 -4.733 5.725
H -1.588 -6.106 5.645
H -2.268 -5.430 4.161
H -0.145 -1.272 1.141
H -1.352 -0.899 -0.127
H -0.093 -4.131 -0.308
C 1.934 2.797 -5.242
C 1.110 1.977 -4.263
C -0.123 1.376 -4.914
O 0.763 2.772 -3.125
H 1.348 3.641 -5.617
H 2.814 3.196 -4.737
H 2.256 2.200 -6.096
H 1.733 1.178 -3.856
H -0.776 2.169 -5.289
H -0.687 0.791 -4.190
H 0.144 0.732 -5.752
H 0.216 3.504 -3.431
C 8.246 1.992 -2.203
C 7.026 1.092 -2.151
C 6.058 1.373 -3.290
O 6.354 1.210 -0.893
H 7.945 3.042 -2.128
H 8.921 1.762 -1.384
H 8.790 1.862 -3.139
H 7.348 0.050 -2.192
H 5.699 2.402 -3.219
H 5.197 0.704 -3.236
H 6.542 1.240 -4.260
H 6.063 2.125 -0.811
C 3.405 6.241 -4.047
C 4.759 6.151 -3.361
C 5.840 6.898 -4.124
O 5.133 4.788 -3.157
H 3.455 5.786 -5.040
H 2.652 5.705 -3.468
H 3.086 7.277 -4.164
H 4.678 6.563 -2.353
H 5.962 6.467 -5.121
H 6.795 6.825 -3.604
H 5.587 7.953 -4.239
H 5.239 4.384 -4.026
C 10.814 -2.662 -1.458
C 11.270 -1.233 -1.209
C 12.298 -1.151 -0.092
O 10.155 -0.382 -0.940
H 10.340 -3.066 -0.559
H 10.087 -2.696 -2.269
H 11.654 -3.307 -1.716
H 11.701 -0.827 -2.126
H 11.865 -1.514 0.844
H 12.617 -0.120 0.060
H 13.176 -1.758 -0.316
H 9.733 -0.697 -0.132
C -9.417 0.454 -3.818
C -10.198 0.892 -5.048
C -10.061 2.385 -5.305
O -11.567 0.513 -4.943
H -9.799 0.964 -2.929
H -9.523 -0.620 -3.664
H -8.357 0.692 -3.917
H -9.833 0.343 -5.917
H -10.462 2.950 -4.459
H -10.617 2.670 -6.197
H -9.017 2.672 -5.439
H -11.950 0.980 -4.193
C -6.390 -6.957 6.735
C -5.030 -7.633 6.789
C -4.980 -8.731 7.838
O -3.991 -6.672 7.011
H -6.617 -6.491 7.697
H -6.405 -6.181 5.969
H -7.179 -7.677 6.515
H -4.797 -8.057 5.811
H -5.168 -8.312 8.830
H -4.000 -9.206 7.850
H -5.734 -9.494 7.645
H -4.147 -6.276 7.876
```

***

Computed, not measured: 9 unconnected molecules or ions with the total composition C42H102N12O9, with ωB97M-V with the def2-TZVPD basis set.

Properties
Total charge: +1
HOMO level (spin up / spin down) (eV): -10.248 / -10.248
DFT total energy (eV): -81501.91641
HOMO-LUMO gap (spin up / spin down) (eV): 7.693 / 3.250
2S+1: 2
Maximum force (eV/A): 8.7

Structure (XYZ):
```
165
C42H102N12O9 | the OMol25 dataset | ωB97M-V with the def2-TZVPD basis set
C -5.617 0.687 -1.270
C -5.048 -0.689 -1.562
C -5.161 -1.547 -0.233
C -4.797 -3.024 -0.252
C -5.744 -3.744 -1.288
C -5.806 -2.977 -2.607
N -5.957 -1.473 -2.407
O -6.127 -0.760 -3.660
C -4.528 -3.342 -3.347
C -7.090 -3.423 -3.414
C -3.616 -0.619 -2.118
H -5.132 1.218 -0.451
H -6.681 0.562 -1.071
H -5.555 1.321 -2.155
H -4.402 -1.158 0.445
H -6.161 -1.422 0.182
H -4.907 -3.458 0.742
H -3.732 -3.127 -0.458
H -6.764 -3.903 -0.936
H -5.266 -4.715 -1.419
H -4.286 -2.586 -4.095
H -3.632 -3.435 -2.734
H -4.600 -4.293 -3.874
H -6.997 -3.195 -4.476
H -7.236 -4.498 -3.305
H -7.979 -2.952 -2.996
H -3.482 -0.624 -3.199
H -2.975 -1.439 -1.795
H -3.218 0.352 -1.824
H -5.261 -0.782 -4.075
C 2.124 -0.840 -4.157
C 0.820 -0.733 -5.050
C 0.593 0.728 -5.581
C 1.180 1.107 -6.951
C 0.864 -0.051 -7.977
C 1.339 -1.457 -7.471
N 0.677 -1.688 -6.181
O 0.721 -2.986 -5.798
C 0.952 -2.616 -8.471
C 2.891 -1.427 -7.315
C -0.456 -1.020 -4.201
H 2.454 -1.879 -4.162
H 1.997 -0.485 -3.134
H 2.911 -0.192 -4.543
H -0.457 0.974 -5.739
H 0.761 1.467 -4.798
H 2.220 1.399 -6.811
H 0.896 2.113 -7.260
H 1.248 0.281 -8.942
H -0.196 -0.222 -8.163
H 1.128 -2.418 -9.528
H 1.456 -3.555 -8.240
H -0.124 -2.707 -8.323
H 3.150 -0.686 -6.559
H 3.285 -2.402 -7.030
H 3.428 -1.197 -8.236
H -0.432 -0.255 -3.426
H -0.398 -1.992 -3.710
H -1.417 -0.916 -4.705
H 1.539 -3.016 -5.296
C 0.944 2.384 3.624
C 1.843 1.655 2.575
C 2.097 0.253 3.001
C 0.988 -0.802 2.887
C 0.493 -0.791 1.477
C 0.066 0.634 1.015
N 1.186 1.580 1.229
O 0.941 2.921 0.681
C -0.066 0.427 -0.548
C -1.268 1.056 1.609
C 3.255 2.301 2.449
H 0.138 1.779 4.040
H 0.448 3.234 3.155
H 1.395 2.901 4.472
H 2.868 -0.081 2.306
H 2.489 0.356 4.013
H 0.266 -0.705 3.698
H 1.516 -1.754 2.950
H -0.337 -1.477 1.309
H 1.370 -1.041 0.879
H -0.508 1.290 -1.045
H 0.906 0.200 -0.985
H -0.696 -0.416 -0.831
H -1.282 0.837 2.677
H -1.631 2.065 1.410
H -2.071 0.415 1.244
H 3.878 1.943 1.629
H 3.864 2.210 3.349
H 3.026 3.342 2.224
H 0.225 3.242 1.235
C 3.052 -9.190 5.241
C 2.497 -7.904 4.454
C 2.117 -6.663 5.367
O 1.555 -5.618 4.523
C 1.181 -4.426 5.142
N 3.608 -7.733 3.521
H 3.900 -8.961 5.886
H 3.354 -10.035 4.622
H 2.364 -9.491 6.031
H 1.570 -8.230 3.982
H 2.928 -6.163 5.896
H 1.351 -6.893 6.107
H 0.626 -3.853 4.399
H 2.060 -3.986 5.613
H 0.501 -4.508 5.990
H 3.153 -7.176 2.811
H 4.275 -7.089 3.922
C 1.849 7.814 7.275
C 1.481 8.100 5.825
C 1.656 6.853 4.970
O 3.018 6.639 4.642
C 3.180 5.783 3.587
N 0.048 8.524 5.820
H 1.410 6.920 7.718
H 1.685 8.725 7.850
H 2.931 7.704 7.343
H 2.028 8.974 5.471
H 1.066 6.857 4.054
H 1.287 5.958 5.471
H 2.814 6.140 2.625
H 2.732 4.811 3.797
H 4.233 5.642 3.347
H -0.337 8.614 4.890
H -0.495 7.711 6.071
C -3.074 4.117 -2.172
C -3.831 4.240 -0.923
C -3.299 5.308 0.032
O -2.018 4.915 0.634
C -0.886 5.559 0.058
N -5.252 4.358 -1.092
H -2.887 5.069 -2.670
H -3.494 3.382 -2.858
H -2.107 3.654 -1.973
H -3.796 3.365 -0.275
H -3.963 5.261 0.895
H -3.342 6.310 -0.393
H -1.103 6.540 -0.365
H -0.501 5.070 -0.837
H -0.136 5.779 0.818
H -5.693 4.554 -0.205
H -5.718 3.540 -1.458
C 4.972 -0.104 5.663
O 4.734 0.708 6.477
N 5.681 0.026 4.575
N 4.596 -1.285 5.773
H 5.884 -0.887 4.193
H 6.000 0.935 4.270
H 4.208 -1.476 6.686
H 4.809 -1.976 5.068
C 0.207 -3.933 -0.953
O -1.003 -3.824 -1.023
N 1.075 -3.103 -1.404
N 0.802 -4.757 -0.182
H 2.042 -3.387 -1.339
H 0.841 -2.321 -1.999
H 0.140 -5.145 0.474
H 1.803 -4.812 -0.056
C 4.145 0.693 -1.276
O 5.178 0.476 -2.021
N 3.905 0.094 -0.156
N 3.248 1.570 -1.641
H 4.604 -0.490 0.281
H 3.027 0.139 0.341
H 2.545 1.829 -0.963
H 3.245 1.917 -2.589
```